[1]
Density functional theory data (the ωB97M-V functional and the def2-TZVPD basis) for a 4-piece molecular cluster, C2H6N4O2 overall in a non-equilibrium geometry.

Geometry as XYZ:
```
14
C2H6N4O2 the ωB97M-V functional and the def2-TZVPD basis
C 0.09 0.41 -0.14
C 2.40 0.43 0.16
H -1.41 -0.31 -1.30
H -3.23 -1.28 0.28
H -0.19 -1.28 0.93
H 1.42 -1.13 -0.82
H 2.15 1.28 0.95
H -1.86 0.54 0.43
N -1.79 -1.29 -0.32
N -0.86 -0.50 0.60
N 1.41 -0.26 -0.45
N -0.28 1.58 -0.51
O 3.56 -0.01 0.03
O -1.39 1.82 0.15
```

Total charge ... 0
Relative energy (zero: lowest compared OMol25 entry of this formula, charge and spin) ... 242.50 kcal per mole
E_LUMO ... -1.089 eV
Orbital gap ... 8.425 eV

***

[2]
Density functional theory data (the ωB97M-V functional and the def2-TZVPD basis) for a 2-piece molecular cluster, C2H6N4O2 overall in a non-equilibrium geometry.

Geometry as XYZ:
```
14
C2H6N4O2 the ωB97M-V functional and the def2-TZVPD basis
C 1.59 0.24 2.08
C -0.04 0.00 -1.14
N 0.10 -1.19 -1.68
N -1.90 -0.39 0.23
N 1.04 0.78 1.07
N -1.35 0.17 -0.79
O 2.22 0.07 2.96
O 0.57 1.00 -1.78
H 0.64 1.85 0.68
H -0.11 -2.09 -1.47
H -2.59 -1.02 0.04
H -1.38 -0.66 1.07
H -0.05 0.47 1.09
H 1.26 0.77 -2.36
```

Total charge ... +2
Relative energy (zero: lowest compared OMol25 entry of this formula, charge and spin) ... 118.62 kcal per mole
E_LUMO (alpha / beta) ... -11.641 / -11.251 eV
Orbital gap (alpha / beta) ... 8.191 / 9.426 eV

***

[3]
Density functional theory data (the ωB97M-V functional and the def2-TZVPD basis) for an isolated molecule of C2H6N4O2S2 in a non-equilibrium geometry.

Geometry as XYZ:
```
16
C2H6N4O2S2 the ωB97M-V functional and the def2-TZVPD basis
N -1.86 0.06 -0.30
C -0.53 -0.06 -0.08
S 0.51 1.15 -1.07
N 0.42 2.58 -0.17
O 1.86 0.66 -1.08
O -0.24 1.34 -2.25
N -0.19 -0.15 1.23
N 0.33 -1.14 1.71
C 0.80 -2.17 0.85
S 0.30 -1.87 -0.87
H -2.34 -0.61 0.22
H -2.12 0.01 -1.22
H 1.03 2.45 0.81
H -0.52 2.82 0.03
H 1.99 -1.98 1.03
H 0.55 -3.12 1.16
```

SMILES ... N[C@@]1(S(N)(=O)=O)N=NCS1
Total charge ... 0
Relative energy (zero: lowest compared OMol25 entry of this formula, charge and spin) ... 8.85 kcal per mole
E_LUMO ... -0.028 eV
Orbital gap ... 8.905 eV

***

[4]
Density functional theory data (the ωB97M-V functional and the def2-TZVPD basis) for a 2-piece molecular cluster, C2H6N4OS overall in a non-equilibrium geometry.

Geometry as XYZ:
```
14
C2H6N4OS the ωB97M-V functional and the def2-TZVPD basis
C 0.91 0.53 0.25
C -1.94 0.15 -0.62
N -3.71 0.06 0.95
N -2.72 -0.08 0.24
N 2.02 0.94 0.95
N 0.65 -0.61 -0.25
O 0.24 1.55 -0.19
S 1.63 -1.95 0.02
H -0.62 0.97 -0.56
H -1.64 -0.33 -1.45
H -3.68 -0.01 1.89
H 2.46 0.21 1.55
H 1.98 1.87 1.41
H 1.47 -2.51 -1.09
```

Total charge ... 0
Relative energy (zero: lowest compared OMol25 entry of this formula, charge and spin) ... 128.06 kcal per mole
E_LUMO ... 0.405 eV
Orbital gap ... 8.466 eV

***

[5]
Density functional theory data (the ωB97M-V functional and the def2-TZVPD basis) for C2H6N4S as an isolated structure in a non-equilibrium geometry.

Geometry as XYZ:
```
13
C2H6N4S the ωB97M-V functional and the def2-TZVPD basis
C -1.09 0.61 -0.28
C 1.20 1.04 0.07
H -1.22 -1.71 -0.47
H -1.62 -1.88 1.17
H -3.01 0.53 -0.60
H -1.16 1.78 -0.60
H 1.17 2.17 0.37
H 4.42 -0.66 -0.19
N -2.10 -1.58 0.16
N -2.26 -0.17 0.17
N 0.10 0.23 -0.21
N 2.51 0.64 0.54
S 3.06 -1.00 -0.14
```

Total charge ... 0
Relative energy (zero: lowest compared OMol25 entry of this formula, charge and spin) ... 138.73 kcal per mole
E_LUMO ... -0.220 eV
Orbital gap ... 8.144 eV

***

[6]
Density functional theory data (the ωB97M-V functional and the def2-TZVPD basis) for a 2-piece molecular cluster, C2H6N4S overall in a non-equilibrium geometry.

Geometry as XYZ:
```
13
C2H6N4S the ωB97M-V functional and the def2-TZVPD basis
H 1.29 -2.34 0.62
N 1.73 -1.44 0.86
N 2.01 -0.64 -0.01
N 2.52 0.33 -0.42
S 2.99 1.63 -1.16
H -0.42 0.41 -2.10
N -0.45 -0.20 -1.19
C -1.32 0.46 -0.49
C -1.59 0.11 0.90
H -1.92 1.33 -0.83
H -1.07 0.94 1.36
H -1.11 -0.82 1.21
H -2.68 0.23 1.27
```

SMILES ... [H]/N=N/N=S.[H]/N=C/C
Total charge ... 0
Relative energy (zero: lowest compared OMol25 entry of this formula, charge and spin) ... 115.47 kcal per mole
E_LUMO ... 0.086 eV
Orbital gap ... 8.129 eV

***

[7]
Density functional theory data (the ωB97M-V functional and the def2-TZVPD basis) for an isolated molecule of C2H6N4S in a non-equilibrium geometry.

Geometry as XYZ:
```
13
C2H6N4S the ωB97M-V functional and the def2-TZVPD basis
C -0.49 0.11 -1.99
C 0.58 1.04 1.77
N 0.16 -2.15 0.53
N 0.34 -1.74 -0.62
N -0.47 -1.42 1.35
N 0.09 -0.37 -0.75
S -0.72 0.08 0.83
H 0.13 0.32 -2.91
H -1.12 -0.64 -2.31
H -1.03 0.99 -1.82
H 1.09 1.92 1.19
H 1.33 0.42 2.07
H 0.13 1.44 2.65
```

Total charge ... 0
Relative energy (zero: lowest compared OMol25 entry of this formula, charge and spin) ... 119.85 kcal per mole
E_LUMO ... 0.408 eV
Orbital gap ... 8.441 eV

***

[8]
Density functional theory data (the ωB97M-V functional and the def2-TZVPD basis) for an isolated molecule of C2H6N4S in a non-equilibrium geometry.

Geometry as XYZ:
```
13
C2H6N4S the ωB97M-V functional and the def2-TZVPD basis
H 1.88 -1.85 -0.09
N 2.42 -0.95 -0.06
C 1.65 0.04 -0.03
N 0.27 0.19 -0.13
N -0.37 1.42 0.12
C -0.45 -1.04 0.08
N -1.70 -1.24 0.14
S -3.04 -0.28 -0.06
H 1.94 1.04 0.10
H -0.29 1.91 -0.80
H 0.25 1.72 0.88
H 0.18 -1.98 -0.01
H -2.73 1.02 -0.16
```

SMILES ... [H]/N=C\N(N)/C=N\S
Total charge ... 0
Relative energy (zero: lowest compared OMol25 entry of this formula, charge and spin) ... 72.02 kcal per mole
E_LUMO ... 0.594 eV
Orbital gap ... 9.072 eV

***

[9]
Density functional theory data (the ωB97M-V functional and the def2-TZVPD basis) for an isolated molecule of C2H6N4S in a non-equilibrium geometry.

Geometry as XYZ:
```
13
C2H6N4S the ωB97M-V functional and the def2-TZVPD basis
C 0.61 -0.04 -0.57
C 0.86 1.02 0.42
N -0.87 0.10 -1.13
N 0.98 -1.33 -0.06
N -2.02 -0.39 0.92
N -1.72 -0.05 -0.25
S -3.38 0.31 0.05
H 1.00 0.16 -1.61
H 1.92 0.86 0.95
H 0.19 1.07 1.25
H 0.98 1.95 -0.05
H 0.81 -2.13 -0.70
H 0.64 -1.53 0.77
```

Total charge ... 0
Relative energy (zero: lowest compared OMol25 entry of this formula, charge and spin) ... 121.45 kcal per mole
E_LUMO ... 0.072 eV
Orbital gap ... 8.653 eV

***

[10]
Density functional theory data (the ωB97M-V functional and the def2-TZVPD basis) for an isolated molecule of C2H6N4S2 in a non-equilibrium geometry.

Geometry as XYZ:
```
14
C2H6N4S2 the ωB97M-V functional and the def2-TZVPD basis
N 0.28 -1.01 1.65
C 0.44 0.11 0.83
C 0.76 -0.09 -0.66
N 1.65 0.84 -1.32
N -0.54 0.51 -0.27
N -1.79 0.01 -0.32
S -2.14 -1.33 -1.20
S -2.88 0.76 0.70
H -0.40 -1.72 1.23
H -0.15 -0.67 2.45
H 0.91 0.95 1.34
H 0.74 -1.01 -1.28
H 1.71 1.85 -0.90
H 1.41 0.79 -2.25
```

SMILES ... N[C@H]1[C@H](N)N1[N+](=S)[S-]
Total charge ... 0
Relative energy (zero: lowest compared OMol25 entry of this formula, charge and spin) ... 104.87 kcal per mole
E_LUMO (alpha / beta) ... -1.643 / -1.641 eV
Orbital gap (alpha / beta) ... 6.920 / 6.924 eV

***

[11]
Density functional theory data (the ωB97M-V functional and the def2-TZVPD basis) for an isolated ion of composition C2H6N5 and charge +1 in a non-equilibrium geometry.

Geometry as XYZ:
```
13
C2H6N5 the ωB97M-V functional and the def2-TZVPD basis
N 2.01 -0.39 -0.83
C 0.81 -0.08 -0.53
N 0.07 0.50 -1.51
N -1.16 0.85 -1.30
N -1.65 0.73 -0.10
C -0.91 0.05 1.04
N 0.16 -0.83 0.43
H 2.38 0.10 -1.62
H 2.48 -0.97 -0.14
H -2.64 1.05 0.02
H -1.70 -0.49 1.70
H -0.63 0.89 1.82
H 0.78 -1.41 1.01
```

SMILES ... [NH2+]=C1N=NNCN1
Total charge ... +1
Relative energy (zero: lowest compared OMol25 entry of this formula, charge and spin) ... 53.33 kcal per mole
E_LUMO ... -5.103 eV
Orbital gap ... 9.593 eV

***

[12]
Density functional theory data (the ωB97M-V functional and the def2-TZVPD basis) for an isolated molecule of C2H6N6 in a non-equilibrium geometry.

Geometry as XYZ:
```
14
C2H6N6 the ωB97M-V functional and the def2-TZVPD basis
H -1.89 1.27 -1.93
N -1.94 0.28 -2.12
C -1.33 -0.43 -1.26
N -1.30 -1.80 -1.35
N -0.80 0.13 -0.10
N 0.42 0.08 0.13
C 0.98 0.81 1.22
N 2.03 0.01 1.59
N 0.73 2.03 1.40
H 1.33 2.48 2.09
H -1.09 -2.33 -0.52
H -1.98 -2.20 -1.97
H 2.86 0.46 1.95
H 1.98 -0.79 0.86
```

SMILES ... [H]\N=C(N)/N=N/C(N)=N/[H]
Total charge ... 0
Relative energy (zero: lowest compared OMol25 entry of this formula, charge and spin) ... 10.17 kcal per mole
E_LUMO ... -0.389 eV
Orbital gap ... 8.924 eV

***

[13]
Density functional theory data (the ωB97M-V functional and the def2-TZVPD basis) for an isolated ion of composition C2H6NO2 and charge -1 in a non-equilibrium geometry.

Geometry as XYZ:
```
11
C2H6NO2 the ωB97M-V functional and the def2-TZVPD basis
C 0.57 -0.56 -0.54
C 0.04 0.44 0.48
O 0.33 1.70 0.39
N -1.50 0.25 0.53
O -2.10 1.59 0.33
H 1.60 -0.42 -0.71
H 0.40 -1.58 -0.24
H 0.03 -0.47 -1.47
H 0.31 0.20 1.59
H -1.70 -0.34 -0.24
H -1.15 2.15 0.49
```

SMILES ... C[C@@H]([O-])NO
Total charge ... -1
Relative energy (zero: lowest compared OMol25 entry of this formula, charge and spin) ... 89.46 kcal per mole
E_LUMO ... 4.568 eV
Orbital gap ... 7.259 eV

***

[14]
Density functional theory data (the ωB97M-V functional and the def2-TZVPD basis) for a 2-piece molecular cluster, C2H6NO2 overall in a non-equilibrium geometry.

Geometry as XYZ:
```
11
C2H6NO2 the ωB97M-V functional and the def2-TZVPD basis
C -0.99 -0.73 -1.30
O -0.63 0.41 -1.90
H -0.40 -0.86 -0.43
H -2.06 -0.90 -1.03
H -0.80 -1.74 -1.92
C 1.32 0.23 1.70
N 0.33 0.68 0.82
O 1.47 0.38 2.92
H 2.20 -0.14 1.15
H -0.41 1.07 -1.24
H -0.03 1.59 1.24
```

Total charge ... -1
Relative energy (zero: lowest compared OMol25 entry of this formula, charge and spin) ... 53.48 kcal per mole
E_LUMO ... 4.287 eV
Orbital gap ... 7.587 eV

***

[15]
Density functional theory data (the ωB97M-V functional and the def2-TZVPD basis) for a 2-piece molecular cluster, C2H6NO2 overall in a non-equilibrium geometry.

Geometry as XYZ:
```
11
C2H6NO2 the ωB97M-V functional and the def2-TZVPD basis
C -1.26 1.92 1.69
O -1.56 0.72 1.05
H -0.33 1.79 2.27
H -1.01 2.75 0.99
H -1.93 2.33 2.46
C 0.86 -1.34 -1.09
N 0.71 -0.64 0.04
O 1.51 -1.14 -2.13
H 0.60 -2.42 -0.91
H -0.70 0.28 0.89
H 1.30 0.18 -0.21
```

Total charge ... -1
Relative energy (zero: lowest compared OMol25 entry of this formula, charge and spin) ... 37.93 kcal per mole
E_LUMO ... 3.980 eV
Orbital gap ... 7.655 eV

***

[16]
Density functional theory data (the ωB97M-V functional and the def2-TZVPD basis) for a 2-piece molecular cluster, C2H6NO2 overall in a non-equilibrium geometry.

Geometry as XYZ:
```
11
C2H6NO2 the ωB97M-V functional and the def2-TZVPD basis
C 0.62 -1.93 0.17
O 1.02 -0.86 0.98
H 1.15 -1.91 -0.79
H 0.86 -2.88 0.66
H -0.43 -2.06 -0.14
C -0.60 2.12 -0.64
N -0.65 1.16 0.34
O -1.30 2.46 -1.55
H 0.29 2.76 -0.39
H 0.61 -0.07 0.60
H -1.58 1.20 0.76
```

Total charge ... 0
Relative energy (zero: lowest compared OMol25 entry of this formula, charge and spin) ... 31.73 kcal per mole
E_LUMO (alpha / beta) ... 0.734 / -2.873 eV
Spin multiplicity ... 2
Orbital gap (alpha / beta) ... 10.666 / 7.055 eV

***

[17]
Density functional theory data (the ωB97M-V functional and the def2-TZVPD basis) for an isolated ion of composition C2H6NO2 and charge +2 in a non-equilibrium geometry.

Geometry as XYZ:
```
11
C2H6NO2 the ωB97M-V functional and the def2-TZVPD basis
O -0.74 0.22 2.24
C -0.32 0.37 1.14
O -0.40 1.48 0.32
C 0.41 -0.70 0.24
N 0.18 -0.41 -1.17
H -1.04 2.27 0.62
H 1.41 -0.66 0.45
H 0.15 -1.86 0.46
H 0.69 -0.91 -1.78
H -0.83 -0.46 -1.21
H 0.49 0.65 -1.31
```

Total charge ... +2
Relative energy (zero: lowest compared OMol25 entry of this formula, charge and spin) ... 15.42 kcal per mole
E_LUMO (alpha / beta) ... -10.762 / -15.968 eV
Spin multiplicity ... 2
Orbital gap (alpha / beta) ... 14.206 / 8.881 eV

***

[18]
Density functional theory data (the ωB97M-V functional and the def2-TZVPD basis) for a 2-piece molecular cluster, C2H6NO2P overall in a non-equilibrium geometry.

Geometry as XYZ:
```
12
C2H6NO2P the ωB97M-V functional and the def2-TZVPD basis
C -0.88 1.22 -0.20
C -0.07 0.08 -0.62
N 1.36 0.16 -0.45
O 1.82 0.97 0.36
O 2.00 -0.66 -1.02
P -0.53 -2.01 0.74
H -0.28 2.03 0.34
H -1.31 1.66 -1.05
H -1.61 0.84 0.46
H -0.42 -0.51 -1.56
H 0.74 -2.33 1.10
H -0.83 -1.47 1.90
```

Total charge ... 0
Relative energy (zero: lowest compared OMol25 entry of this formula, charge and spin) ... 141.38 kcal per mole
E_LUMO ... -1.270 eV
Orbital gap ... 8.213 eV

***

[19]
Density functional theory data (the ωB97M-V functional and the def2-TZVPD basis) for C2H6NO2P as an isolated structure in a non-equilibrium geometry.

Geometry as XYZ:
```
12
C2H6NO2P the ωB97M-V functional and the def2-TZVPD basis
C -0.84 0.19 0.69
C 0.53 -0.16 0.12
N 0.95 -1.56 0.31
O 1.14 1.82 -1.74
O -1.47 1.03 -0.34
P 0.25 0.66 -1.70
H -1.33 -0.69 0.77
H -0.69 0.57 1.65
H 1.49 0.44 0.48
H -1.90 1.78 0.02
H 1.71 -1.95 -0.18
H 0.16 -2.13 -0.06
```

Total charge ... 0
Relative energy (zero: lowest compared OMol25 entry of this formula, charge and spin) ... 52.94 kcal per mole
E_LUMO ... 0.318 eV
Orbital gap ... 8.176 eV

***

[20]
Density functional theory data (the ωB97M-V functional and the def2-TZVPD basis) for an isolated ion of composition C2H6NO2S and charge -1 in a non-equilibrium geometry.

Geometry as XYZ:
```
12
C2H6NO2S the ωB97M-V functional and the def2-TZVPD basis
C 1.20 -0.33 2.37
C -0.40 -0.12 -1.81
N -0.15 -0.63 -0.45
O -1.19 0.97 -2.04
O -0.04 1.50 1.25
S 0.97 0.45 0.91
H 1.61 -1.40 2.28
H 0.36 -0.38 3.05
H 0.58 0.02 -2.20
H -0.69 -1.04 -2.36
H -1.21 1.33 -1.10
H -1.07 -0.37 0.10
```

Total charge ... -1
Relative energy (zero: lowest compared OMol25 entry of this formula, charge and spin) ... 111.81 kcal per mole
E_LUMO ... 4.083 eV
Orbital gap ... 7.249 eV